No. 1
Density functional theory data (the ωB97M-V functional and the def2-TZVPD basis) for C15H30CrF9N2O13S3 as an isolated structure.

**Spin multiplicity**: 4
**Gap between HOMO and LUMO (alpha / beta)**: 0.29630 / 0.35041 Eh
**⟨S²⟩**: 3.776
**Calculated total energy**: -131023.6017 eV

Geometry (Å):
Cr  -24.074  -29.358  12.128
C  -27.901  -27.589  13.891
F  -27.504  -28.431  14.828
F  -28.767  -28.240  13.114
F  -28.474  -26.541  14.427
S  -26.441  -27.040  12.864
O  -25.938  -25.866  13.520
O  -25.489  -28.181  12.897
O  -26.975  -26.840  11.541
C  -22.892  -32.463  8.883
F  -22.113  -31.529  8.301
F  -24.139  -32.238  8.476
F  -22.488  -33.639  8.473
S  -22.755  -32.296  10.714
O  -21.358  -31.975  10.996
O  -23.637  -31.137  10.965
O  -23.131  -33.569  11.220
C  -25.339  -31.689  15.769
F  -24.166  -31.259  16.287
F  -25.712  -32.755  16.445
F  -26.195  -30.694  15.922
S  -25.132  -32.132  13.987
O  -24.646  -30.900  13.320
O  -24.231  -33.231  13.928
O  -26.493  -32.454  13.648
C  -20.343  -28.832  8.586
O  -20.999  -28.596  9.833
C  -20.124  -28.720  10.921
C  -20.849  -28.643  12.272
N  -21.925  -29.663  12.405
C  -21.793  -30.256  13.804
C  -22.212  -29.252  14.839
O  -23.502  -28.804  14.511
C  -24.069  -28.035  15.560
H  -19.749  -27.954  8.319
H  -21.106  -29.014  7.827
H  -19.746  -29.749  8.588
H  -19.325  -27.967  10.880
H  -19.592  -29.687  10.907
H  -21.251  -27.631  12.303
H  -20.089  -28.781  13.040
H  -21.506  -30.459  11.886
H  -20.742  -30.564  13.838
H  -22.332  -31.196  13.913
H  -21.487  -28.416  14.854
H  -22.109  -29.671  15.846
H  -25.084  -27.781  15.303
H  -23.511  -27.111  15.755
H  -24.028  -28.604  16.489
C  -22.731  -25.781  13.356
O  -23.280  -26.663  12.389
C  -23.242  -26.135  11.110
C  -24.098  -26.956  10.173
N  -23.769  -28.417  10.261
C  -24.583  -29.132  9.235
C  -25.997  -29.425  9.727
O  -25.882  -29.900  11.057
C  -27.113  -30.412  11.542
H  -23.559  -25.267  13.848
H  -22.069  -25.022  12.932
H  -22.161  -26.383  14.062
H  -22.246  -26.036  10.650
H  -23.668  -25.123  11.137
H  -24.032  -26.618  9.136
H  -25.156  -26.849  10.418
H  -22.827  -28.490  9.866
H  -24.086  -30.036  8.924
H  -24.716  -28.521  8.334
H  -26.342  -30.219  9.058
H  -26.608  -28.526  9.631
H  -27.309  -30.178  12.584
H  -27.169  -31.505  11.495
H  -27.993  -30.094  10.975



No. 2
Density functional theory data (the ωB97M-V functional and the def2-TZVPD basis) for C20H33CaGeNO3 as an isolated structure.

**Total charge**: +1
**Spin multiplicity**: 2
**Gap between HOMO and LUMO (alpha / beta)**: 0.30956 / 0.23956 Eh
**⟨S²⟩**: 0.794
**Calculated total energy**: -103858.4226 eV

Geometry (Å):
Ca  0.569  0.238  -0.554
C  1.517  -2.469  -1.978
C  0.105  -2.705  -1.564
C  0.131  -3.450  -0.273
C  -0.661  -3.543  -2.642
O  -0.531  -1.477  -1.444
Ge  -2.152  -1.080  -0.460
O  -0.864  -0.639  1.039
C  -1.120  -0.816  2.472
C  -2.580  -0.371  2.810
C  -0.158  0.115  3.189
C  -0.734  -2.236  2.862
O  -1.644  0.647  -1.175
C  -2.193  1.943  -1.159
C  -3.710  1.880  -1.057
C  -1.711  2.521  -2.580
C  -1.680  2.758  -0.012
H  2.065  -3.348  -2.161
H  1.627  -1.832  -2.909
H  2.096  -1.903  -1.250
H  0.709  -4.316  -0.431
H  0.525  -2.903  0.562
H  -0.887  -3.727  0.079
H  -0.067  -4.440  -2.854
H  -1.721  -3.642  -2.345
H  -0.619  -2.860  -3.483
H  -2.728  0.681  2.433
H  -3.345  -1.040  2.268
H  -2.714  -0.402  3.845
H  -0.401  1.096  2.843
H  -0.293  0.063  4.294
H  0.898  -0.048  2.936
H  -1.404  -2.918  2.267
H  0.348  -2.270  2.566
H  -0.743  -2.430  3.909
H  -4.111  1.000  -1.685
H  -3.956  1.708  0.004
H  -4.260  2.729  -1.365
H  -1.823  1.763  -3.330
H  -2.168  3.447  -2.740
H  -0.698  2.845  -2.499
H  -1.800  2.153  0.936
H  -0.630  2.977  -0.045
H  -2.123  3.748  0.107
C  3.847  0.604  -2.269
C  3.461  1.052  -1.007
C  3.463  0.235  0.097
C  2.954  0.703  1.278
C  2.465  2.042  1.413
C  2.533  2.891  0.314
C  3.046  2.392  -0.888
C  2.068  2.548  2.663
N  1.779  2.956  3.712
H  4.138  -0.389  -2.442
H  3.888  1.381  -3.097
H  3.767  -0.833  0.031
H  2.922  0.032  2.181
H  2.261  3.900  0.303
H  3.048  3.037  -1.715



No. 3
Density functional theory data (the ωB97M-V functional and the def2-TZVPD basis) for C5H5Cl2NO4Sc2 as an isolated structure.

**Total charge**: +4
**Spin multiplicity**: 1
**Gap between HOMO and LUMO**: 0.24833 Eh
**Calculated total energy**: -81348.8049 eV

Geometry (Å):
Sc  0.246  1.032  -7.139
Sc  -0.169  0.219  -0.535
Cl  -0.717  2.970  -6.539
Cl  1.888  -0.728  -0.742
C  -0.847  -1.106  0.949
C  -0.319  1.363  -9.186
C  0.469  -0.844  -8.365
O  -0.975  -1.803  1.878
O  -0.530  1.245  -10.328
O  0.643  -1.689  -9.152
C  1.473  0.841  2.864
C  0.805  1.870  2.021
N  0.715  3.126  2.458
O  0.287  1.597  0.866
H  1.909  1.346  3.745
H  2.267  0.320  2.301
H  0.737  0.098  3.218
H  0.252  3.854  1.906
H  1.123  3.344  3.357



No. 4
Density functional theory data (the ωB97M-V functional and the def2-TZVPD basis) for a 2-piece molecular cluster, C5H7N overall.

**Spin multiplicity**: 1
**Gap between HOMO and LUMO**: 0.36357 Eh
**SMILES**: CC=C=N.C#C
**Calculated total energy**: -6784.9540 eV
**Energy above the lowest of the compared OMol25 structures with the same formula, charge and spin**: 3.559 eV

Geometry (Å):
C  -1.995  0.056  -1.596
C  -1.094  0.486  -0.463
C  0.181  0.744  -0.613
N  1.399  0.898  -0.736
H  -2.509  0.916  -2.041
H  -1.431  -0.447  -2.386
H  -2.761  -0.636  -1.234
H  -1.514  0.635  0.528
H  1.667  1.847  -1.002
C  1.897  -1.437  2.888
C  2.151  -0.806  1.895
H  1.670  -2.001  3.765
H  2.340  -0.253  0.995



No. 5
Density functional theory data (the ωB97M-V functional and the def2-TZVPD basis) for C19H49N4O10V as an isolated structure.

**Total charge**: -1
**Spin multiplicity**: 2
**Gap between HOMO and LUMO (alpha / beta)**: 0.24826 / 0.28796 Eh
**⟨S²⟩**: 0.761
**Calculated total energy**: -72616.2182 eV

Geometry (Å):
O  3.438  0.031  1.090
V  3.865  0.430  -0.382
O  5.524  0.641  -0.196
O  0.811  -1.713  -0.985
C  0.803  -0.496  -1.468
O  1.598  0.362  -1.126
O  -0.044  -0.192  -2.315
H  0.157  -2.133  -1.549
C  -1.290  3.301  0.222
O  -1.479  2.461  -1.017
C  -2.844  2.202  -1.341
C  -3.029  1.375  -2.710
N  -2.740  2.184  -3.938
C  -3.019  1.347  -5.053
C  -2.269  0.074  -5.392
O  -0.847  0.307  -5.340
C  -0.050  -0.789  -5.657
H  -2.166  3.121  0.845
H  -1.197  4.360  -0.018
H  -0.372  3.001  0.729
H  -3.497  3.060  -1.499
H  -3.408  1.780  -0.509
H  -4.041  0.973  -2.746
H  -2.540  0.403  -2.785
H  -3.470  2.880  -3.890
H  -3.023  2.013  -5.916
H  -4.068  1.056  -5.002
H  -2.698  -0.345  -6.303
H  -2.441  -0.658  -4.603
H  -0.181  -1.395  -6.553
H  -0.341  -1.494  -4.878
H  0.996  -0.482  -5.625
C  2.368  3.063  3.633
C  1.227  2.667  4.614
C  0.456  1.415  4.229
O  -0.175  1.560  2.920
C  0.212  0.484  2.026
N  1.629  2.686  6.034
H  2.043  3.426  2.658
H  2.783  2.142  3.224
H  3.207  3.546  4.134
H  0.489  3.463  4.514
H  -0.314  1.189  4.968
H  1.078  0.523  4.299
H  0.107  -0.557  2.332
H  1.269  0.622  1.802
H  -0.375  0.761  1.150
H  0.804  2.260  6.430
H  1.655  3.659  6.305
C  6.523  -2.609  -1.430
C  5.289  -2.820  -0.521
C  5.716  -2.724  0.962
O  6.022  -3.998  1.504
C  6.567  -3.964  2.803
N  4.246  -1.887  -0.732
H  7.082  -3.520  -1.643
H  7.117  -1.730  -1.179
H  5.963  -2.306  -2.316
H  4.791  -3.782  -0.635
H  5.009  -2.262  1.650
H  6.640  -2.147  1.014
H  6.443  -3.031  3.353
H  7.620  -4.235  2.734
H  6.137  -4.821  3.320
H  3.406  -2.245  -0.300
H  3.869  -1.923  -1.668
C  -6.140  0.494  2.311
C  -5.609  0.205  0.900
C  -4.439  -0.779  0.877
O  -3.997  -1.119  -0.431
C  -2.813  -1.957  -0.458
N  -6.673  -0.238  0.161
H  -5.389  0.923  2.974
H  -6.506  -0.420  2.779
H  -6.999  1.152  2.449
H  -5.371  1.163  0.438
H  -4.617  -1.592  1.580
H  -3.676  -0.226  1.425
H  -2.054  -1.639  0.257
H  -2.452  -1.952  -1.487
H  -3.170  -2.926  -0.111
H  -7.075  -1.049  0.609
H  -6.061  -0.612  -0.550



No. 6
Density functional theory data (the ωB97M-V functional and the def2-TZVPD basis) for a 9-piece molecular cluster, C30H85N11O9 overall.

**Spin multiplicity**: 1
**Gap between HOMO and LUMO**: 0.32451 Eh
**SMILES**: COC[C@H](C)N.COC[C@H](C)N.COC[C@H](C)N.COC[C@H](C)N.COC[C@H](C)N.COC[C@H](C)N.COC[C@H](C)N.NC(N)=O.NC(N)=O
**Calculated total energy**: -67299.6716 eV
**Energy above the lowest of the compared OMol25 structures with the same formula, charge and spin**: 6.666 eV

Geometry (Å):
C  3.240  1.781  -2.661
O  3.419  2.282  -1.296
C  3.172  3.721  -1.371
C  4.483  4.486  -1.205
C  4.531  5.890  -0.670
N  5.024  4.659  -2.540
H  2.210  1.837  -3.012
H  3.360  0.699  -2.599
H  3.807  2.215  -3.485
H  2.475  3.955  -2.177
H  2.718  3.881  -0.393
H  5.184  3.791  -0.744
H  5.548  6.179  -0.403
H  3.849  5.812  0.177
H  3.987  6.703  -1.149
H  5.090  3.832  -3.116
H  5.894  5.172  -2.526
C  -1.511  3.547  2.323
O  -2.727  2.897  1.916
C  -2.598  1.908  0.886
C  -3.962  1.343  0.641
C  -5.069  2.264  0.117
N  -4.556  0.891  1.834
H  -0.635  2.936  2.103
H  -1.597  3.665  3.403
H  -1.347  4.452  1.737
H  -2.181  2.366  -0.011
H  -1.938  1.136  1.282
H  -3.766  0.582  -0.114
H  -5.850  1.707  -0.401
H  -4.520  2.913  -0.565
H  -5.594  2.852  0.870
H  -4.056  1.564  2.398
H  -5.439  1.333  2.047
C  -2.227  -0.296  -4.292
O  -3.089  -0.589  -3.196
C  -4.456  -0.650  -3.439
C  -4.999  -1.497  -4.636
C  -6.551  -1.446  -4.731
N  -4.620  -2.887  -4.679
H  -1.865  -1.180  -4.819
H  -1.281  0.019  -3.852
H  -2.604  0.424  -5.018
H  -4.919  -0.892  -2.482
H  -4.807  0.369  -3.596
H  -4.687  -1.043  -5.577
H  -6.849  -0.451  -5.061
H  -7.084  -1.593  -3.792
H  -6.957  -2.159  -5.447
H  -3.852  -2.947  -4.026
H  -5.314  -3.556  -4.378
C  3.575  -3.638  8.463
O  2.793  -2.806  7.602
C  3.485  -1.959  6.657
C  2.559  -0.817  6.088
C  1.229  -1.355  5.409
N  3.287  0.071  5.078
H  4.229  -4.177  7.777
H  2.883  -4.332  8.940
H  4.111  -2.981  9.148
H  4.481  -1.793  7.068
H  3.486  -2.704  5.862
H  2.264  -0.108  6.861
H  0.621  -1.966  6.076
H  1.444  -1.930  4.508
H  0.463  -0.593  5.265
H  3.059  -0.070  4.104
H  2.973  1.027  5.165
C  1.672  -6.448  -0.252
O  2.885  -6.450  0.375
C  3.582  -5.190  0.395
C  4.015  -4.574  -1.023
C  4.891  -3.348  -0.730
N  2.886  -3.934  -1.684
H  1.211  -7.281  0.278
H  1.734  -6.659  -1.320
H  0.991  -5.606  -0.125
H  2.968  -4.534  1.011
H  4.459  -5.292  1.035
H  4.617  -5.214  -1.668
H  5.063  -2.721  -1.605
H  5.802  -3.580  -0.178
H  4.293  -2.649  -0.144
H  2.736  -3.051  -1.217
H  2.047  -4.437  -1.433
C  -0.941  3.473  -3.058
O  -1.929  4.381  -3.476
C  -1.370  5.698  -3.870
C  -1.402  5.814  -5.439
C  -0.572  7.014  -6.042
N  -2.714  6.076  -5.990
H  -1.370  2.471  -3.031
H  -0.682  3.590  -2.006
H  -0.111  3.507  -3.764
H  -2.118  6.451  -3.620
H  -0.411  5.894  -3.391
H  -1.124  4.883  -5.932
H  -0.836  7.055  -7.098
H  0.466  6.748  -5.842
H  -0.773  7.985  -5.588
H  -3.350  5.819  -5.248
H  -2.826  7.059  -6.193
C  0.758  -2.525  1.420
O  1.688  -2.095  0.353
C  2.106  -0.727  0.370
C  1.101  0.446  0.529
C  0.128  0.499  -0.721
N  1.772  1.700  0.687
H  0.643  -3.590  1.217
H  -0.221  -2.068  1.277
H  1.171  -2.417  2.423
H  2.947  -0.689  1.063
H  2.567  -0.568  -0.605
H  0.505  0.371  1.439
H  0.706  0.305  -1.624
H  -0.354  1.476  -0.774
H  -0.694  -0.211  -0.639
H  2.621  1.666  0.142
H  1.263  2.508  0.358
N  -0.253  -4.731  3.991
C  -0.645  -5.993  4.074
N  -1.479  -6.335  3.126
O  -0.277  -6.704  5.031
H  -0.783  -4.079  3.431
H  0.264  -4.352  4.771
H  -1.894  -5.610  2.559
H  -1.986  -7.205  3.217
N  -3.575  -2.070  1.681
C  -3.016  -2.524  2.817
N  -3.546  -1.988  3.926
O  -2.140  -3.344  2.790
H  -3.033  -2.167  0.834
H  -4.346  -1.431  1.805
H  -3.186  -2.109  4.862
H  -4.028  -1.130  3.698



spin multiplicity of number 2 (C20H33CaGeNO3)?
2



Among the records above, which one has the lowest calculated total energy?
C15H30CrF9N2O13S3



Among the records above, which one has the highest calculated total energy?
C5H7N



Which of these has the lowest calculated total energy?
C15H30CrF9N2O13S3